Entry from OMol25: a cluster of 2 separate species, C9H15NO2 in total in a non-equilibrium geometry (ωB97M-V/def2-TZVPD).

Structure (ORCA input):
```
! RIJCOSX wB97M-V def2-TZVPD def2/J DEFGRID3
* xyz 0 1
C -1.64147 1.80219 1.71982
N -1.03319 0.61899 2.37498
O -1.28885 0.48601 3.58089
C -0.38370 -0.23716 1.63087
C 0.23049 -1.43095 2.34630
C 1.63805 -1.73810 2.01493
C 1.35148 -1.07544 3.30797
H -1.55109 2.63990 2.49519
H -1.03759 1.97163 0.88943
H -2.72133 1.50585 1.43515
H -0.41227 -0.12997 0.52030
H -0.59069 -2.11400 2.69399
H 2.07890 -1.21290 1.18620
H 1.81245 -2.75550 1.91687
H 1.46754 -1.51789 4.36008
H 1.79200 -0.13550 3.25598
C -2.14259 1.56053 -2.01625
C -0.77406 1.17499 -2.14214
C 0.41604 1.01608 -2.34649
C 1.80715 0.58092 -2.37664
O 2.07467 -0.57945 -3.07964
H -2.52549 2.39851 -2.72129
H -2.21460 1.73469 -1.01386
H -2.67047 0.70169 -2.31509
H 2.12806 0.62745 -1.31974
H 2.36260 1.30045 -3.05168
H 2.12772 -1.36116 -2.47067
*
```

Computed properties:
SMILES: C/[N+]([O-])=C/C1CC1.CC#CCO
E_LUMO (alpha / beta): 0.55 / 0.55 eV
Orbital gap (alpha / beta): 9.06 / 9.05 eV

Entry from OMol25: a cluster of 2 separate species, C9H15NO3S in total in a non-equilibrium geometry (ωB97M-V/def2-TZVPD).

Structure (ORCA input):
```
! RIJCOSX wB97M-V def2-TZVPD def2/J DEFGRID3
* xyz 0 1
C -2.57669 -1.55129 0.03066
C -1.88194 -2.07513 -1.02199
C 0.65074 0.31959 -1.42616
C -0.59458 0.67372 -2.03494
C 2.21442 -0.00182 2.27188
C -0.49603 -2.55304 -0.74887
C 1.98864 0.48066 0.79325
C -0.69504 1.49173 0.90083
C 0.83456 -0.06605 0.04999
N -0.15322 2.72012 0.53460
O -0.81094 3.30059 -0.36674
O 1.72085 0.35721 -2.01912
O 0.87515 3.11584 0.97827
S 0.34066 -1.62588 0.56607
H -3.46487 -0.98666 -0.05670
H -2.04212 -1.62403 0.92733
H -2.36247 -1.97867 -2.01995
H -0.45974 0.58452 -3.16969
H -0.86169 1.74550 -1.79163
H -1.31877 0.06457 -1.68328
H 3.08906 0.18323 2.74384
H 2.09146 -1.16363 2.31972
H 1.49328 0.47190 2.88295
H 0.16203 -2.85939 -1.65577
H -0.53665 -3.57468 -0.45578
H 2.93083 0.42549 0.21311
H 2.01773 1.56648 0.80745
H -1.61887 1.35975 0.36749
H -0.53579 1.19936 2.06318
*
```

Computed properties:
E_LUMO (alpha / beta): -0.75 / -0.75 eV
Orbital gap (alpha / beta): 7.87 / 7.87 eV

Result set for energy relative to the best compared isomer or geometry (same formula, charge and spin): 673.5, 710.3 kJ/mol, one per record in the order listed.